[1]
The ion C3H8N3O with charge +1, computed with ωB97M-V with the def2-TZVPD basis set.

Energy relative to the best compared isomer or geometry (same formula, charge and spin) in kcal/mol: 178.9
SMILES string: C1C[NH+]1Cn1[nH]o1
Charge: +1
Gap between HOMO and LUMO in eV: 10.99
HOMO level in eV: -14.36

Geometry (Å):
1 C 1.845 0.207 0.683
2 C 1.079 1.050 -0.232
3 C -0.409 -0.945 -0.026
4 N 0.902 -0.408 -0.273
5 N -2.669 -0.325 0.041
6 N -1.392 0.032 -0.597
7 O -1.993 0.846 0.325
8 H 2.886 0.204 0.734
9 H 1.535 0.107 1.684
10 H 0.206 1.736 0.155
11 H 1.633 1.379 -1.139
12 H -0.439 -1.924 -0.601
13 H -0.710 -1.033 1.023
14 H 1.126 -0.744 -1.224
15 H -3.600 -0.181 -0.552

=====

[2]
A structure of composition C28H36CrFN6O9SSe3Te, computed with ωB97M-V with the def2-TZVPD basis set.

Multiplicity: 4
Charge: 0
Expectation value of S²: 3.806
Gap between HOMO and LUMO (alpha / beta) in eV: 3.40 / 3.41
HOMO level (alpha / beta) in eV: -5.45 / -5.46

Geometry (Å):
1 Cr 0.179 0.148 -0.818
2 C 5.580 -4.134 2.616
3 C 5.690 -3.173 1.430
4 N 4.554 -2.279 1.327
5 C 3.485 -2.675 0.581
6 C 2.407 -1.891 0.313
7 C 1.243 -2.556 -0.407
8 O 1.363 -3.727 -0.724
9 O 0.196 -1.846 -0.577
10 C 2.390 -0.548 0.803
11 O 1.572 0.349 0.422
12 C 3.411 -0.206 1.760
13 C 3.318 1.002 2.459
14 C 4.266 1.317 3.406
15 F 4.098 2.464 4.124
16 C 5.343 0.480 3.671
17 C 5.436 -0.722 2.965
18 C 4.485 -1.090 2.016
19 N 6.366 0.776 4.611
20 C 6.462 -0.069 5.776
21 C 7.906 -0.012 6.278
22 N 8.230 1.401 6.617
23 C 8.033 2.289 5.436
24 C 6.590 2.158 4.957
25 H 6.472 -4.754 2.660
26 H 4.715 -4.781 2.494
27 H 5.476 -3.598 3.557
28 H 5.742 -3.760 0.510
29 H 6.604 -2.576 1.491
30 H 3.511 -3.673 0.170
31 H 2.456 1.640 2.313
32 H 6.266 -1.368 3.189
33 H 6.212 -1.095 5.509
34 H 5.782 0.245 6.591
35 H 8.583 -0.340 5.488
36 H 8.043 -0.637 7.162
37 H 9.190 1.482 6.971
38 H 7.583 1.708 7.357
39 H 8.710 1.965 4.646
40 H 8.254 3.318 5.716
41 H 6.456 2.774 4.069
42 H 5.906 2.527 5.740
43 C -3.077 -0.171 3.825
44 O -2.066 -0.776 3.045
45 C -0.960 -0.102 2.661
46 O -0.049 -0.693 2.141
47 N -0.938 1.226 3.008
48 N 0.161 1.985 2.550
49 H -3.762 -0.980 4.072
50 H -3.626 0.601 3.274
51 H -2.668 0.253 4.746
52 H -1.842 1.693 2.957
53 H 0.163 2.877 3.037
54 H 0.090 2.166 1.544
55 Se 1.786 -0.213 -2.510
56 Se 3.476 1.270 -2.058
57 Te 2.384 3.045 -0.543
58 Se -0.016 2.508 -1.054
59 C -0.021 -2.375 5.792
60 C -0.579 -3.012 4.553
61 C -1.933 -3.303 4.449
62 C -2.462 -3.791 3.267
63 C -1.624 -4.024 2.196
64 C -0.267 -3.800 2.295
65 C 0.250 -3.283 3.469
66 S -2.331 -4.563 0.638
67 O -1.478 -5.538 0.034
68 O -3.700 -4.930 0.892
69 N -2.374 -3.210 -0.318
70 C -3.290 -2.208 0.174
71 C -3.451 -1.045 -0.807
72 C -2.148 -0.278 -0.850
73 O -1.724 0.296 0.183
74 O -1.474 -0.222 -1.904
75 H -0.764 -2.349 6.587
76 H 0.283 -1.352 5.566
77 H 0.858 -2.910 6.149
78 H -2.584 -3.119 5.291
79 H -3.516 -3.992 3.152
80 H 0.364 -4.036 1.453
81 H 1.306 -3.068 3.545
82 H -1.436 -2.868 -0.528
83 H -2.963 -1.803 1.144
84 H -4.244 -2.725 0.310
85 H -4.238 -0.382 -0.441
86 H -3.690 -1.400 -1.809

=====

[3]
A cluster of 2 separate species, C25H38N2O9PS in total, computed with ωB97M-V with the def2-TZVPD basis set.

Multiplicity: 2
Charge: 0
Expectation value of S²: 0.754
Gap between HOMO and LUMO in eV: 7.87
HOMO level in eV: -8.68

Geometry (Å):
1 C -2.334 2.298 -2.180
2 C -0.762 1.900 -2.193
3 O 0.009 2.689 -2.786
4 O -0.379 0.718 -1.500
5 C 0.172 -0.291 -2.395
6 C 1.516 -0.904 -1.775
7 C 1.360 -2.342 -1.078
8 P 1.218 -1.916 0.779
9 N 1.051 -3.213 1.710
10 O 2.600 -3.149 -1.109
11 S 2.318 -4.811 -0.904
12 O 2.723 -5.734 -2.017
13 O 2.901 -5.375 0.353
14 O 0.632 -4.696 -1.031
15 C 0.265 -3.391 -1.606
16 C 0.088 -3.655 -3.178
17 C 1.449 -3.677 -4.020
18 O 2.148 -2.678 -4.325
19 C -1.133 -3.036 -0.854
20 C -2.420 -3.654 -1.597
21 O -2.763 -4.822 -1.232
22 C -3.253 -2.892 -2.731
23 C -3.776 -3.765 -3.925
24 C -4.591 -3.064 -5.072
25 C -4.855 -1.515 -5.027
26 C -4.345 -0.624 -3.840
27 C -3.556 -1.358 -2.702
28 H -2.739 1.940 -1.161
29 H -2.496 3.425 -2.238
30 H -2.840 1.756 -3.055
31 H 0.490 0.269 -3.359
32 H -0.608 -1.054 -2.724
33 H 1.844 -0.173 -0.935
34 H 2.399 -0.895 -2.522
35 H 0.075 -1.034 0.949
36 H 2.427 -1.190 1.123
37 H 0.159 -3.194 2.226
38 H -0.690 -2.960 -3.681
39 H -0.369 -4.715 -3.275
40 H 1.828 -4.702 -4.406
41 H -1.311 -1.909 -0.744
42 H -1.079 -3.540 0.177
43 H -3.577 -4.895 -3.981
44 H -4.972 -3.684 -5.965
45 H -5.432 -1.031 -5.896
46 H -4.549 0.500 -3.836
47 H -3.183 -0.724 -1.814
48 C 0.062 3.820 5.068
49 C 0.554 2.521 4.372
50 C 1.968 2.173 4.892
51 C 3.051 3.101 4.342
52 C 2.999 3.167 2.821
53 C 1.599 3.507 2.269
54 N 0.519 2.677 2.884
55 O 0.604 1.432 2.339
56 C 1.293 5.005 2.497
57 C 1.635 3.375 0.723
58 C -0.450 1.445 4.859
59 H -0.441 3.604 6.014
60 H 0.874 4.503 5.323
61 H -0.663 4.356 4.449
62 H 2.224 1.141 4.623
63 H 1.985 2.213 5.987
64 H 2.949 4.105 4.767
65 H 4.035 2.740 4.660
66 H 3.730 3.903 2.469
67 H 3.333 2.200 2.423
68 H 0.270 5.246 2.191
69 H 1.965 5.636 1.902
70 H 1.427 5.330 3.526
71 H 1.955 2.385 0.391
72 H 2.342 4.088 0.289
73 H 0.652 3.581 0.287
74 H -1.468 1.686 4.531
75 H -0.460 1.390 5.952
76 H -0.206 0.440 4.506

=====

[4]
A cluster of 2 separate species, C2H7S2 in total, computed with ωB97M-V with the def2-TZVPD basis set.

Energy relative to the best compared isomer or geometry (same formula, charge and spin) in kcal/mol: 22.7
Charge: -1
Gap between HOMO and LUMO in eV: 6.72
HOMO level in eV: -3.03

Geometry (Å):
1 S 2.496 -1.532 -2.794
2 H 1.538 -2.203 -3.270
3 C -1.243 0.474 1.550
4 C -0.357 0.836 0.305
5 S 1.296 -0.217 0.283
6 H -0.647 0.361 2.508
7 H -1.680 -0.522 1.431
8 H -2.005 1.275 1.522
9 H -0.947 0.553 -0.692
10 H 0.062 1.863 0.171
11 H 1.486 -0.887 -1.014

=====

[5]
A structure of composition C45H49N7O2STl, computed with ωB97M-V with the def2-TZVPD basis set.

Energy relative to the best compared isomer or geometry (same formula, charge and spin) in kcal/mol: 6.7
Charge: +1
Gap between HOMO and LUMO in eV: 8.56
HOMO level in eV: -10.58

Geometry (Å):
1 Tl -0.063 0.218 -0.383
2 O 1.849 1.003 -0.238
3 C 2.033 2.290 0.255
4 C 0.958 3.274 -0.308
5 C -0.386 3.251 0.343
6 C -0.910 4.412 0.903
7 C -2.181 4.390 1.445
8 C -2.900 3.208 1.422
9 C -2.318 2.062 0.883
10 C -3.052 0.757 1.003
11 C -3.076 -0.250 -0.188
12 O -1.849 -0.876 -0.378
13 C -3.585 0.343 -1.494
14 C -4.212 1.577 -1.609
15 C -4.701 2.003 -2.834
16 C -4.576 1.204 -3.956
17 C -3.946 -0.026 -3.855
18 C -3.454 -0.450 -2.634
19 C -4.090 -1.339 0.219
20 C -5.452 -1.077 0.296
21 C -6.335 -2.076 0.670
22 C -5.868 -3.347 0.960
23 C -4.514 -3.614 0.882
24 C -3.632 -2.612 0.520
25 N -1.091 2.113 0.353
26 C 2.128 2.302 1.777
27 C 2.693 1.198 2.405
28 C 2.873 1.172 3.775
29 C 2.498 2.260 4.544
30 C 1.956 3.375 3.929
31 C 1.772 3.393 2.556
32 C 3.416 2.763 -0.226
33 C 3.880 4.054 -0.014
34 C 5.138 4.424 -0.456
35 C 5.951 3.507 -1.102
36 C 5.504 2.214 -1.296
37 C 4.244 1.851 -0.862
38 H 0.831 2.979 -1.348
39 H 1.335 4.295 -0.295
40 H -0.332 5.324 0.897
41 H -2.604 5.280 1.885
42 H -3.903 3.166 1.820
43 H -4.078 0.971 1.307
44 H -2.589 0.185 1.812
45 H -4.334 2.216 -0.749
46 H -5.194 2.961 -2.909
47 H -4.976 1.532 -4.903
48 H -3.855 -0.659 -4.726
49 H -2.960 -1.406 -2.538
50 H -5.836 -0.095 0.060
51 H -7.392 -1.863 0.730
52 H -6.559 -4.126 1.244
53 H -4.140 -4.603 1.102
54 H -2.572 -2.804 0.466
55 H 2.997 0.362 1.795
56 H 3.328 0.308 4.240
57 H 2.650 2.253 5.613
58 H 1.683 4.241 4.516
59 H 1.362 4.281 2.107
60 H 3.277 4.780 0.509
61 H 5.492 5.430 -0.291
62 H 6.932 3.798 -1.442
63 H 6.135 1.484 -1.781
64 H 3.877 0.850 -1.007
65 N 0.074 -0.405 4.208
66 C -0.295 0.272 3.100
67 N 0.075 -0.322 1.996
68 C 0.736 -1.462 2.381
69 C 1.329 -2.453 1.609
70 C 1.928 -3.496 2.283
71 C 1.931 -3.560 3.680
72 C 1.349 -2.581 4.458
73 C 0.748 -1.527 3.789
74 H -0.099 -0.136 5.165
75 H -0.831 1.203 3.152
76 H 1.296 -2.381 0.532
77 H 2.408 -4.289 1.733
78 H 2.403 -4.401 4.162
79 H 1.364 -2.627 5.535
80 N -0.497 2.630 -3.095
81 N -0.703 1.275 -2.671
82 H -1.059 2.850 -3.918
83 H 0.482 2.738 -3.354
84 H -0.323 0.604 -3.345
85 H -1.708 1.097 -2.611
86 C 3.541 -1.857 -1.529
87 N 2.726 -3.030 -1.733
88 C 3.371 -4.281 -1.412
89 C 1.464 -2.952 -2.155
90 S 0.669 -1.455 -2.391
91 N 0.781 -4.081 -2.466
92 C -0.667 -4.047 -2.394
93 C 1.275 -5.020 -3.459
94 H 4.527 -2.020 -1.965
95 H 3.652 -1.651 -0.463
96 H 3.072 -0.998 -2.001
97 H 3.997 -4.138 -0.533
98 H 4.012 -4.620 -2.228
99 H 2.629 -5.044 -1.197
100 H -0.975 -3.403 -1.574
101 H -1.024 -5.059 -2.209
102 H -1.111 -3.673 -3.318
103 H 2.342 -4.907 -3.620
104 H 0.772 -4.835 -4.413
105 H 1.061 -6.043 -3.149

=====

[6]
A cluster of 6 separate species, C32H72BNO10 in total, computed with ωB97M-V with the def2-TZVPD basis set.

SMILES string: CCCCC[C@@]1(B(O)N(C)C)OC(=O)O[C@@H]1CC=O.CCOCC.CCOCC.CCOCC.CCOCC.CCOCC
Charge: 0
Gap between HOMO and LUMO in eV: 8.64
HOMO level in eV: -8.26

Geometry (Å):
1 C 3.098 2.402 0.082
2 C 2.785 1.684 -1.226
3 C 1.534 0.808 -1.077
4 C 0.279 1.687 -1.076
5 C -0.540 1.292 0.152
6 C -1.677 2.198 0.636
7 B -2.930 1.259 1.103
8 O -2.878 0.777 2.388
9 N -4.058 0.873 0.267
10 C -5.156 1.858 0.275
11 C -3.670 0.419 -1.073
12 O -1.199 2.808 1.923
13 C -2.044 3.814 2.178
14 O -2.313 4.305 3.248
15 O -2.602 4.250 0.996
16 C -1.924 3.525 -0.036
17 C -2.458 3.612 -1.461
18 C -3.476 4.710 -1.686
19 O -4.439 4.905 -0.985
20 H 2.198 2.790 0.547
21 H 3.761 3.243 -0.079
22 H 3.534 1.697 0.779
23 H 2.550 2.426 -1.984
24 H 3.639 1.111 -1.567
25 H 1.516 0.133 -1.923
26 H 1.558 0.227 -0.164
27 H -0.292 1.460 -1.974
28 H 0.520 2.741 -1.118
29 H 0.154 1.251 0.985
30 H -0.905 0.277 0.026
31 H -1.994 0.436 2.568
32 H -4.831 2.881 0.117
33 H -5.651 1.807 1.240
34 H -5.904 1.573 -0.452
35 H -3.633 -0.667 -1.085
36 H -2.683 0.750 -1.393
37 H -4.420 0.702 -1.800
38 H -0.938 3.988 -0.077
39 H -2.883 2.684 -1.820
40 H -1.619 3.851 -2.100
41 H -3.304 5.360 -2.560
42 C -1.660 1.858 4.638
43 C -1.949 0.384 4.422
44 O -1.156 -0.203 3.402
45 C 0.248 -0.215 3.617
46 C 0.676 -1.001 4.846
47 H -1.804 2.413 3.710
48 H -2.330 2.265 5.396
49 H -0.636 2.028 4.973
50 H -2.981 0.267 4.091
51 H -1.854 -0.181 5.356
52 H 0.642 0.807 3.648
53 H 0.672 -0.684 2.727
54 H 0.282 -0.570 5.766
55 H 1.763 -1.018 4.923
56 H 0.314 -2.028 4.780
57 C 3.053 -3.783 -1.830
58 C 3.335 -2.648 -0.864
59 O 2.225 -2.301 -0.059
60 C 1.661 -3.267 0.797
61 C 2.593 -3.733 1.901
62 H 2.199 -3.541 -2.462
63 H 3.921 -3.959 -2.467
64 H 2.824 -4.718 -1.320
65 H 3.567 -1.741 -1.425
66 H 4.215 -2.868 -0.248
67 H 1.259 -4.120 0.239
68 H 0.809 -2.754 1.244
69 H 3.476 -4.255 1.530
70 H 2.067 -4.413 2.572
71 H 2.937 -2.871 2.474
72 C 0.401 4.877 4.212
73 C -0.306 5.396 5.452
74 O 0.557 5.656 6.545
75 C 1.567 6.621 6.324
76 C 1.040 7.998 5.958
77 H 0.956 3.966 4.444
78 H -0.327 4.656 3.431
79 H 1.111 5.602 3.809
80 H -1.005 4.641 5.810
81 H -0.900 6.284 5.211
82 H 2.276 6.267 5.567
83 H 2.116 6.681 7.263
84 H 0.488 7.990 5.017
85 H 1.868 8.699 5.852
86 H 0.368 8.368 6.734
87 C -1.477 -5.992 -3.376
88 C -0.026 -6.122 -3.808
89 O 0.877 -6.339 -2.738
90 C 0.670 -7.508 -1.967
91 C 0.758 -8.799 -2.761
92 H -1.588 -5.180 -2.656
93 H -2.105 -5.779 -4.241
94 H -1.851 -6.905 -2.911
95 H 0.295 -5.190 -4.274
96 H 0.082 -6.906 -4.566
97 H -0.285 -7.449 -1.433
98 H 1.454 -7.495 -1.209
99 H -0.014 -8.863 -3.528
100 H 0.638 -9.655 -2.097
101 H 1.727 -8.876 -3.257
102 C 1.543 -0.865 -4.813
103 C 1.098 -2.296 -5.060
104 O -0.110 -2.406 -5.789
105 C -0.106 -1.851 -7.091
106 C 0.922 -2.466 -8.024
107 H 0.760 -0.320 -4.283
108 H 2.452 -0.850 -4.209
109 H 1.751 -0.329 -5.740
110 H 0.903 -2.775 -4.101
111 H 1.891 -2.877 -5.546
112 H 0.018 -0.763 -7.043
113 H -1.107 -2.034 -7.483
114 H 1.943 -2.301 -7.677
115 H 0.834 -2.027 -9.018
116 H 0.768 -3.543 -8.105

=====

[7]
An isolated molecule of CH5O2PS, computed with ωB97M-V with the def2-TZVPD basis set.

Energy relative to the best compared isomer or geometry (same formula, charge and spin) in kcal/mol: 103.1
SMILES string: COOPS
Charge: 0
Gap between HOMO and LUMO in eV: 10.15
HOMO level in eV: -9.28

Geometry (Å):
1 C 1.218 -0.845 0.300
2 O 0.137 -0.169 0.819
3 O -0.113 1.140 0.253
4 P -1.363 1.002 -0.774
5 S -2.989 1.731 0.444
6 H 1.512 -1.674 0.973
7 H 2.160 -0.272 -0.037
8 H 1.078 -1.415 -0.687
9 H -1.204 2.322 -1.372
10 H -3.942 0.950 -0.065

=====

no.,calculated total energy (eV)
1,-9744.7072
2,-302296.3561
3,-68060.7091
4,-23858.2308
5,-77509.7595
6,-56990.1685
7,-25333.8216